Entry 1:
{"formula": "C32H66NO17P3Si2", "method": "ωB97M-V/def2-TZVPD", "charge": 0, "e_tot_ha": -4195.265480, "homo_lumo_gap_ev": 7.1, "elements": ["N", "C", "C", "Si", "O", "Si", "C", "C", "C", "C", "O", "C", "O", "O", "C", "O", "C", "C", "C", "C", "C", "C", "H", "H", "H", "H", "H", "H", "H", "H", "H", "H", "H", "H", "H", "H", "H", "H", "H", "H", "H", "H", "H", "O", "P", "O", "C", "C", "O", "C", "C", "O", "C", "C", "H", "H", "H", "H", "H", "H", "H", "H", "H", "H", "H", "H", "H", "H", "H", "O", "P", "O", "C", "C", "O", "C", "C", "O", "C", "C", "H", "H", "H", "H", "H", "H", "H", "H", "H", "H", "H", "H", "H", "H", "H", "O", "P", "O", "C", "C", "O", "C", "C", "O", "C", "C", "H", "H", "H", "H", "H", "H", "H", "H", "H", "H", "H", "H", "H", "H", "H"], "coordinates": [[3.385, -0.064, 2.766], [2.460, 0.904, 3.074], [0.855, 0.590, 2.959], [-0.021, 2.338, 2.785], [-0.166, 2.627, 1.058], [-0.359, 4.330, 0.675], [1.397, 5.033, 0.297], [2.335, 4.066, -0.649], [3.605, 3.461, 0.223], [4.848, 2.907, -0.693], [4.719, 1.421, -0.730], [5.897, 0.800, -1.355], [6.973, 1.484, -1.815], [-1.464, 4.389, -0.736], [-2.860, 4.315, -0.191], [-3.306, 5.472, 0.360], [-3.828, 2.995, -0.275], [-5.335, 3.167, -0.954], [-6.372, 1.888, -1.106], [-5.896, 0.390, -0.579], [-4.425, 0.166, 0.112], [-3.417, 1.490, 0.260], [4.322, 0.387, 2.892], [2.818, 1.998, 3.380], [0.409, -0.060, 3.824], [0.687, 0.036, 1.931], [-1.289, 2.233, 3.496], [0.791, 3.409, 3.410], [-0.994, 5.132, 1.712], [1.367, 6.111, -0.162], [1.959, 5.100, 1.348], [2.823, 4.779, -1.467], [1.741, 3.251, -1.252], [3.224, 2.535, 0.864], [4.055, 4.320, 0.919], [4.937, 3.397, -1.753], [5.847, 3.135, -0.113], [5.927, -0.368, -1.533], [-5.689, 4.223, -1.324], [-7.446, 1.985, -1.597], [-6.593, -0.558, -0.672], [-4.037, -0.882, 0.490], [-2.382, 1.272, 0.777], [12.551, 2.246, -4.757], [11.211, 3.021, -4.770], [11.074, 3.048, -6.428], [11.184, 1.853, -7.178], [9.814, 1.298, -7.512], [11.900, 4.526, -4.595], [13.114, 4.664, -3.868], [14.299, 4.687, -4.821], [9.714, 3.888, -4.784], [8.492, 3.189, -4.906], [8.387, 1.987, -3.989], [11.779, 1.092, -6.662], [11.711, 2.100, -8.104], [9.318, 0.927, -6.613], [9.892, 0.467, -8.220], [9.177, 2.071, -7.951], [13.211, 3.874, -3.116], [13.067, 5.616, -3.321], [14.267, 3.858, -5.536], [15.240, 4.639, -4.264], [14.288, 5.608, -5.409], [8.338, 2.909, -5.949], [7.693, 3.895, -4.657], [9.188, 1.266, -4.174], [7.426, 1.481, -4.130], [8.474, 2.298, -2.942], [-10.242, -0.919, -0.020], [-11.498, -1.593, -0.624], [-11.891, -2.433, 0.756], [-12.000, -1.764, 1.999], [-13.447, -1.439, 2.311], [-10.667, -2.818, -1.384], [-9.347, -2.586, -1.857], [-8.329, -3.082, -0.842], [-12.901, -2.346, -1.300], [-14.181, -1.792, -1.073], [-14.241, -0.295, -1.292], [-11.398, -0.850, 2.033], [-11.607, -2.439, 2.764], [-13.825, -0.671, 1.633], [-13.551, -1.066, 3.335], [-14.078, -2.326, 2.198], [-9.199, -1.528, -2.099], [-9.227, -3.145, -2.796], [-8.541, -2.714, 0.167], [-7.318, -2.770, -1.127], [-8.355, -4.173, -0.788], [-14.520, -2.063, -0.072], [-14.869, -2.280, -1.772], [-13.542, 0.238, -0.641], [-15.251, 0.081, -1.096], [-13.965, -0.049, -2.324], [1.251, -5.983, 6.144], [0.449, -5.811, 4.831], [0.208, -4.176, 5.020], [1.301, -3.313, 5.277], [1.776, -2.650, 4.000], [-1.005, -6.310, 5.469], [-1.020, -7.270, 6.517], [-1.137, -6.577, 7.865], [-0.447, -5.619, 3.363], [0.202, -5.173, 2.190], [1.507, -5.888, 1.910], [2.135, -3.832, 5.761], [0.949, -2.547, 5.974], [2.246, -3.381, 3.338], [2.512, -1.869, 4.216], [0.938, -2.200, 3.460], [-0.139, -7.918, 6.467], [-1.896, -7.916, 6.363], [-0.407, -5.768, 7.976], [-0.996, -7.294, 8.680], [-2.125, -6.122, 7.968], [0.342, -4.092, 2.243], [-0.486, -5.352, 1.357], [2.217, -5.771, 2.734], [1.968, -5.500, 0.996], [1.334, -6.964, 1.790]]}

Entry 2:
{"formula": "C30H50NO3P3PtTe", "method": "ωB97M-V/def2-TZVPD", "s2": 2.011, "charge": 0, "e_tot_ha": -2865.125551, "homo_lumo_gap_ev": [6.2, 4.7], "spin_multiplicity": 3, "elements": ["Pt", "C", "C", "C", "P", "C", "C", "C", "C", "C", "C", "C", "C", "C", "C", "N", "C", "C", "C", "C", "C", "C", "C", "P", "C", "C", "C", "C", "C", "C", "H", "H", "H", "H", "H", "H", "H", "H", "H", "H", "H", "H", "H", "H", "H", "H", "H", "H", "H", "H", "H", "H", "H", "H", "H", "H", "H", "H", "H", "H", "H", "H", "H", "H", "H", "H", "H", "H", "H", "H", "C", "C", "O", "P", "O", "Te", "O", "C", "C", "H", "H", "H", "H", "H", "H", "H", "H", "H", "H"], "coordinates": [[0.139, -0.315, -1.158], [-4.715, -1.758, -1.043], [-3.486, -0.941, -1.454], [-3.825, 0.542, -1.583], [-1.964, -1.216, -0.442], [-1.915, -3.060, -0.222], [-2.447, -3.513, 1.134], [-0.533, -3.646, -0.498], [-2.191, -0.464, 1.189], [-3.364, 0.013, 1.757], [-3.376, 0.567, 3.031], [-4.642, 1.110, 3.631], [-2.170, 0.633, 3.725], [-0.984, 0.178, 3.182], [-0.968, -0.379, 1.895], [0.143, -0.791, 1.212], [1.217, -1.399, 1.770], [1.226, -2.053, 3.023], [2.345, -2.727, 3.462], [3.520, -2.806, 2.711], [4.712, -3.576, 3.203], [3.525, -2.162, 1.483], [2.411, -1.475, 1.008], [2.360, -0.558, -0.533], [3.364, -1.379, -1.852], [2.990, -2.857, -1.933], [4.878, -1.188, -1.856], [3.098, 1.089, -0.132], [4.406, 1.021, 0.657], [2.079, 1.902, 0.672], [-5.522, -1.576, -1.756], [-5.082, -1.477, -0.057], [-4.526, -2.831, -1.031], [-3.163, -1.297, -2.442], [-4.115, 0.980, -0.628], [-4.657, 0.659, -2.281], [-2.975, 1.113, -1.953], [-2.588, -3.430, -1.003], [-1.788, -3.168, 1.933], [-2.483, -4.604, 1.171], [-3.446, -3.126, 1.339], [0.193, -3.330, 0.250], [-0.166, -3.334, -1.477], [-0.592, -4.737, -0.482], [-4.298, -0.046, 1.213], [-5.517, 0.777, 3.072], [-4.644, 2.203, 3.625], [-4.766, 0.790, 4.667], [-2.157, 1.065, 4.720], [-0.065, 0.271, 3.744], [0.339, -2.040, 3.641], [2.306, -3.219, 4.428], [4.724, -3.634, 4.292], [5.646, -3.108, 2.886], [4.713, -4.600, 2.822], [4.426, -2.184, 0.880], [2.967, -0.888, -2.748], [3.385, -3.414, -1.082], [3.405, -3.291, -2.845], [1.909, -2.993, -1.949], [5.351, -1.629, -0.978], [5.159, -0.138, -1.907], [5.296, -1.684, -2.735], [3.254, 1.578, -1.102], [4.233, 0.538, 1.620], [4.762, 2.034, 0.858], [5.200, 0.483, 0.148], [1.883, 1.419, 1.632], [1.128, 2.018, 0.154], [2.496, 2.891, 0.878], [0.784, 5.288, -0.823], [1.358, 4.740, -2.109], [1.100, 3.331, -2.310], [-0.399, 2.783, -2.279], [-1.041, 2.678, -0.958], [-0.259, 0.662, -3.487], [-1.129, 3.811, -3.272], [-2.482, 4.241, -3.031], [-3.352, 3.861, -4.206], [1.177, 6.293, -0.667], [1.061, 4.663, 0.026], [-0.305, 5.343, -0.850], [2.446, 4.808, -2.111], [0.972, 5.271, -2.981], [-2.442, 5.324, -2.890], [-2.831, 3.789, -2.102], [-2.984, 4.318, -5.124], [-4.379, 4.189, -4.042], [-3.355, 2.778, -4.336]]}